1.
Density functional theory data (ωB97M-V/def2-TZVPD) for 2 unconnected molecules or ions with the total composition C5H6 in a non-equilibrium geometry.

Element x y z (Å)
C  -1.544  -0.683  -2.338
C  -0.342  1.212  2.083
C  -0.017  -0.821  -0.175
C  -0.658  -0.593  -1.453
C  0.900  -0.417  -1.257
H  1.264  0.687  -1.303
H  -1.340  0.871  2.186
H  0.588  1.144  2.724
H  -0.372  -1.732  0.302
H  -0.138  1.271  1.032
H  1.659  -0.939  -1.800

Output
- Multiplicity: 1
- Maximum force: 3.1 eV/Å
- HOMO-LUMO gap (alpha / beta): 8.50 / 7.92 eV
- Energy above the lowest of the compared OMol25 structures with the same formula, charge and spin: 199.6 kcal/mol
- Charge: 0


2.
Density functional theory data (ωB97M-V/def2-TZVPD) for C5H6 in the gas phase in a non-equilibrium geometry.

Element x y z (Å)
C  0.326  0.287  -1.437
C  0.581  -0.219  0.572
C  -0.906  0.136  0.824
C  1.170  0.656  -0.471
C  -0.391  -0.693  -0.394
H  -1.334  -0.421  1.649
H  0.194  0.461  -2.511
H  2.004  1.424  -0.453
H  -0.836  -1.634  -0.684
H  -1.092  1.086  0.527
H  1.261  -0.732  1.362

Output
- Multiplicity: 1
- Maximum force: 4.1 eV/Å
- HOMO-LUMO gap: 10.10 eV
- Energy above the lowest of the compared OMol25 structures with the same formula, charge and spin: 62.0 kcal/mol
- Charge: 0
- SMILES: C1=C[C@H]2C[C@@H]12


3.
Density functional theory data (ωB97M-V/def2-TZVPD) for C5H6Br2 in the gas phase in a non-equilibrium geometry.

Element x y z (Å)
Br  -2.644  -1.475  -0.081
Br  2.483  -1.517  -0.115
C  -0.898  -0.970  -0.649
C  -0.095  -0.067  0.105
C  0.857  -1.012  0.778
C  -0.451  1.340  0.476
C  0.496  1.100  -0.611
H  0.017  1.369  -1.573
H  -1.422  1.578  -0.024
H  -0.275  -1.848  -0.943
H  -0.214  1.836  1.509
H  1.512  1.240  -0.550
H  0.634  -1.574  1.678

Output
- Multiplicity: 1
- Maximum force: 2.7 eV/Å
- HOMO-LUMO gap (alpha / beta): 8.15 / 8.13 eV
- Energy above the lowest of the compared OMol25 structures with the same formula, charge and spin: 85.7 kcal/mol
- Charge: 0


4.
Density functional theory data (ωB97M-V/def2-TZVPD) for C5H6BrClN2 in the gas phase in a non-equilibrium geometry.

Element x y z (Å)
Br  0.945  1.321  -2.026
Cl  1.218  1.142  2.447
N  0.276  -1.123  0.414
N  -0.325  0.036  0.040
C  -0.564  -2.079  0.191
C  -1.510  -0.229  -0.567
C  -1.675  -1.601  -0.518
C  0.377  1.237  -0.094
C  1.652  1.219  0.724
H  -0.340  -3.138  0.222
H  -1.820  0.602  -1.081
H  -2.452  -2.142  -0.894
H  2.001  2.156  0.592
H  2.385  0.369  0.564
H  -0.169  2.229  -0.013

Output
- Multiplicity: 1
- Maximum force: 3.4 eV/Å
- HOMO-LUMO gap: 9.98 eV
- Energy above the lowest of the compared OMol25 structures with the same formula, charge and spin: 0.0 kcal/mol
- Charge: 0
- SMILES: ClC[C@@H](Br)n1cccn1


5.
Density functional theory data (ωB97M-V/def2-TZVPD) for C5H6BrF in the gas phase in a non-equilibrium geometry.

Element x y z (Å)
Br  3.240  0.304  -0.037
F  1.382  -1.583  0.343
C  0.320  0.512  -0.719
C  1.385  -0.207  0.063
C  -0.962  -0.305  -0.831
C  0.162  0.711  0.770
C  -1.115  -0.259  0.720
H  -0.878  -1.232  1.274
H  0.274  1.672  1.266
H  -2.083  0.316  1.160
H  -0.763  -1.382  -1.247
H  0.763  1.299  -1.495
H  -1.725  0.154  -1.266

Output
- Multiplicity: 1
- Maximum force: 5.8 eV/Å
- HOMO-LUMO gap: 10.23 eV
- Energy above the lowest of the compared OMol25 structures with the same formula, charge and spin: 33.3 kcal/mol
- Charge: 0
- SMILES: F[C@]1(Br)[C@@H]2CC[C@@H]21


6.
Density functional theory data (ωB97M-V/def2-TZVPD) for a molecular structure, C5H6BrFO in a non-equilibrium geometry.

Element x y z (Å)
Br  2.793  0.182  0.402
F  1.551  -0.116  -2.075
O  0.122  0.533  -0.125
C  -0.728  2.736  -0.132
C  1.092  -0.289  -0.449
C  0.861  -1.808  -0.517
C  0.272  1.887  -0.414
C  1.122  -2.608  0.567
H  0.779  -3.593  0.612
H  -1.447  2.484  0.512
H  1.655  -2.307  1.414
H  1.193  2.105  -0.895
H  -0.717  3.814  -0.271
H  0.329  -2.073  -1.311

Output
- Multiplicity: 1
- Maximum force: 6.8 eV/Å
- HOMO-LUMO gap: 10.46 eV
- Energy above the lowest of the compared OMol25 structures with the same formula, charge and spin: 55.7 kcal/mol
- Charge: 0


7.
Density functional theory data (ωB97M-V/def2-TZVPD) for 2 unconnected molecules or ions with the total composition C5H6BrNO in a non-equilibrium geometry.

Element x y z (Å)
Br  -0.212  -1.854  -4.380
O  1.255  -0.755  -1.083
N  -0.068  -0.398  2.274
C  0.560  -0.175  -0.040
C  -0.827  0.648  2.158
C  -0.232  0.959  -0.172
C  0.632  -0.853  1.174
C  -0.960  1.392  0.907
H  -1.690  2.189  0.856
H  -0.076  1.533  -1.011
H  1.379  -1.767  1.115
H  -1.465  0.914  3.023
H  1.501  -0.165  -1.832
H  0.205  -1.669  -2.990

Output
- Multiplicity: 1
- Maximum force: 2.8 eV/Å
- HOMO-LUMO gap: 9.74 eV
- Energy above the lowest of the compared OMol25 structures with the same formula, charge and spin: 10.9 kcal/mol
- Charge: 0
- SMILES: Oc1cccnc1.Br


8.
Density functional theory data (ωB97M-V/def2-TZVPD) for C5H6BrNO2 in the gas phase in a non-equilibrium geometry.

Element x y z (Å)
Br  4.480  -0.872  0.082
O  -2.158  -0.580  0.993
O  0.843  2.139  -0.538
N  -0.422  0.361  -0.091
C  3.113  0.346  -0.178
C  0.751  0.942  -0.334
C  -1.016  -0.025  0.975
C  -2.787  -0.677  -0.265
C  1.860  -0.008  -0.508
H  -3.854  -0.895  -0.061
H  -2.435  0.273  -0.769
H  -0.688  0.105  2.022
H  3.270  1.328  0.269
H  -2.418  -1.488  -0.866
H  1.462  -0.948  -0.732

Output
- Multiplicity: 1
- Maximum force: 3.7 eV/Å
- HOMO-LUMO gap: 9.88 eV
- Energy above the lowest of the compared OMol25 structures with the same formula, charge and spin: 0.0 kcal/mol
- Charge: 0
- SMILES: CO/C=N/C(=O)/C=C/Br


9.
Density functional theory data (ωB97M-V/def2-TZVPD) for a molecular structure, C5H6CdO4 in a non-equilibrium geometry.

Element x y z (Å)
Cd  -1.871  -4.052  0.735
O  -1.929  -2.453  -0.445
O  1.725  0.692  -2.607
O  -0.873  -2.501  1.473
O  -0.852  -0.622  0.286
C  0.449  -0.239  0.741
C  -1.218  -1.876  0.430
C  0.096  1.832  -0.863
C  1.053  1.031  -1.782
C  0.667  1.222  0.418
H  0.270  1.769  1.285
H  0.168  2.927  -0.945
H  -0.902  1.465  -1.155
H  1.208  -0.902  0.306
H  1.503  2.073  0.296
H  0.506  -0.366  1.829

Output
- Multiplicity: 1
- Maximum force: 5.4 eV/Å
- HOMO-LUMO gap: 8.81 eV
- Energy above the lowest of the compared OMol25 structures with the same formula, charge and spin: 0.0 kcal/mol
- Charge: +2


10.
Density functional theory data (ωB97M-V/def2-TZVPD) for a gas-phase ion, C5H6Cl2NO2 (charge +1) in a non-equilibrium geometry.

Element x y z (Å)
Cl  0.529  -1.597  1.630
Cl  2.745  1.975  -1.024
O  2.516  -1.015  -0.973
O  -2.189  -0.997  0.266
N  -0.767  0.806  0.633
C  1.570  -0.427  -0.559
C  0.256  -1.156  -0.179
C  0.216  1.636  0.201
C  1.461  1.068  -0.389
C  -1.027  -0.395  -0.229
H  0.008  2.677  0.307
H  -0.404  0.229  1.443
H  -2.351  -1.894  0.019
H  -1.301  -0.036  -1.283
H  -1.623  1.176  0.839
H  0.362  -2.053  -0.702

Output
- Multiplicity: 1
- Maximum force: 8.1 eV/Å
- HOMO-LUMO gap: 8.88 eV
- Energy above the lowest of the compared OMol25 structures with the same formula, charge and spin: 5.2 kcal/mol
- Charge: +1
- SMILES: O=C1C(Cl)=C[NH2+][C@H](O)[C@@H]1Cl